Formula: C10H11NO3S
Source: the Open Molecules 2025 dataset
Level of theory: ωB97M-V/def2-TZVPD

CARTESIAN COORDINATES (ANGSTROEM)
C 2.1647 0.9843 0.1673
C 2.4150 -1.3851 -0.0781
C 0.9188 0.7417 0.7256
C 1.1971 -1.6012 0.5574
C 2.9595 -0.1319 -0.2718
C 0.4036 -0.5127 0.9819
C -2.8636 0.2726 -0.8292
C -2.5745 1.8074 1.6475
C 4.3033 -0.0085 -0.9592
C -4.0746 -0.6904 -0.7105
N -2.6725 2.8210 1.0923
O -2.8846 1.3201 -1.4175
O -1.7363 -0.1052 -0.2070
O -1.5773 -2.1968 1.1351
S -1.3981 -0.8024 1.3139
H 2.5360 1.9839 0.0619
H 3.0145 -2.2328 -0.3018
H 0.2853 1.5215 1.0371
H 1.1482 -2.6121 0.9394
H 5.2386 -0.4286 -0.5665
H 4.3142 -0.4917 -1.9997
H 4.6279 1.0083 -1.0158
H -4.5529 -0.5994 0.3843
H -4.8595 -0.3915 -1.4086
H -3.7969 -1.7812 -0.7555
H -2.5356 3.5107 0.4773

The charge is 0. The calculation puts the largest force on an atom at 0.076 hartree/bohr. Its LUMO energy is 0.014 Eh. The orbital gap is 9.700 eV. The energy above the lowest of the compared OMol25 structures with the same formula, charge and spin is 104.3 kcal per mole.